C4H12NO3 | wB97M-V/def2-TZVPD

Output
relative energy (zero: lowest compared OMol25 entry of this formula, charge and spin) = 0.512 eV
charge = +1
LUMO level = -0.1149 hartree
Kohn-Sham gap = 11.819 eV
HOMO = -14.9 eV

Positions of all 20 atoms, in Å:
1 O -0.24 2.16 1.08
2 C 0.29 1.45 0.07
3 C 0.74 0.09 0.67
4 N -0.32 -1.01 0.45
5 C -1.72 -0.60 0.82
6 C 2.05 -0.36 0.08
7 O 0.42 1.86 -1.04
8 H -0.65 3.00 0.80
9 H 0.72 0.21 1.73
10 H -0.08 -1.85 0.96
11 H -0.21 -1.15 -0.57
12 H -2.26 -1.47 1.15
13 H -2.13 0.00 0.01
14 H -1.63 0.12 1.62
15 H 2.62 -0.98 0.76
16 H 1.92 -0.90 -0.88
17 H 2.72 0.45 -0.14
18 H -0.63 0.44 -2.69
19 H -1.00 -1.06 -2.69
20 O -0.58 -0.38 -2.16

C4H12NO3 | wB97M-V/def2-TZVPD

Output
relative energy (zero: lowest compared OMol25 entry of this formula, charge and spin) = 3.295 eV
charge = +1
LUMO level = -0.1101 hartree
Kohn-Sham gap = 10.546 eV
HOMO = -13.5 eV

Positions of all 20 atoms, in Å:
1 C 0.02 -1.52 -0.77
2 C 2.23 -0.04 -1.03
3 C 0.55 -0.11 -0.61
4 C -1.18 0.76 -1.07
5 N -1.17 0.78 2.41
6 O 0.74 0.25 0.82
7 O -1.35 0.66 -2.32
8 O -1.88 1.06 -0.16
9 H -1.09 -1.59 -0.60
10 H 0.36 -1.83 -1.76
11 H 0.41 -2.22 0.10
12 H 2.66 -0.67 -0.23
13 H 2.69 1.01 -0.81
14 H 2.23 -0.53 -1.97
15 H -1.60 -0.01 2.84
16 H -0.35 0.40 1.96
17 H -1.61 1.07 1.52
18 H 1.62 0.16 1.15
19 H -2.32 0.87 -2.50
20 H -0.96 1.49 3.03

C4H12NOPS | wB97M-V/def2-TZVPD

Output
SMILES = CN(C)[P@@H](C)=O.C=S
relative energy (zero: lowest compared OMol25 entry of this formula, charge and spin) = 1.852 eV
LUMO level = -0.0026 hartree
Kohn-Sham gap = 8.484 eV
HOMO = -8.6 eV

Positions of all 20 atoms, in Å:
1 C 0.46 0.68 -1.56
2 N 1.13 0.43 -0.30
3 C 1.72 1.55 0.45
4 P 0.79 -0.90 0.59
5 C -0.25 -0.33 1.91
6 O 0.20 -1.92 -0.28
7 H -0.40 1.33 -1.31
8 H 1.20 1.25 -2.19
9 H 0.03 -0.27 -1.83
10 H 2.34 2.18 -0.16
11 H 0.93 2.16 1.05
12 H 2.31 1.04 1.23
13 H 2.04 -1.48 1.07
14 H -1.11 0.24 1.53
15 H -0.56 -1.08 2.68
16 H 0.14 0.44 2.55
17 C -2.68 -1.32 -1.46
18 S -3.80 -0.95 -0.36
19 H -1.67 -1.39 -1.17
20 H -2.81 -1.68 -2.42

C4H12NOS | wB97M-V/def2-TZVPD

Output
relative energy (zero: lowest compared OMol25 entry of this formula, charge and spin) = 0.148 eV
charge = -1
LUMO level = 0.1508 hartree
Kohn-Sham gap = 6.935 eV
HOMO = -2.8 eV

Positions of all 19 atoms, in Å:
1 N -2.26 -0.13 1.17
2 C -2.85 1.13 0.85
3 O -2.03 2.27 0.98
4 H -1.39 -0.22 0.65
5 H -1.99 -0.15 2.15
6 H -3.28 1.07 -0.15
7 H -3.69 1.30 1.54
8 H -1.30 2.18 0.34
9 C 2.32 -0.68 0.48
10 C 1.67 -1.32 -0.74
11 C 1.23 -0.30 -1.82
12 S 0.09 1.00 -1.22
13 H 3.31 -0.28 0.21
14 H 2.48 -1.42 1.28
15 H 1.71 0.14 0.84
16 H 2.40 -2.00 -1.20
17 H 0.77 -1.86 -0.44
18 H 0.72 -0.87 -2.60
19 H 2.11 0.14 -2.31

C4H12NOS | wB97M-V/def2-TZVPD

Output
relative energy (zero: lowest compared OMol25 entry of this formula, charge and spin) = 1.641 eV
charge = -1
LUMO level = 0.1257 hartree
Kohn-Sham gap = 5.872 eV
HOMO = -2.5 eV

Positions of all 19 atoms, in Å:
1 C -0.46 -1.48 0.63
2 C 0.72 -2.20 0.03
3 S 0.72 -4.04 0.34
4 C -0.71 -0.11 0.02
5 N 0.18 1.05 0.26
6 C 1.22 1.28 -0.76
7 H -0.47 -1.53 1.72
8 H -1.30 -2.09 0.35
9 H 0.67 -2.06 -1.06
10 H 1.66 -1.84 0.45
11 H -1.81 0.08 0.38
12 H -0.89 -0.03 -1.11
13 H 0.38 0.95 1.25
14 H 0.65 1.79 -1.50
15 H 2.03 1.93 -0.34
16 H 1.82 0.46 -1.18
17 H -0.79 2.76 0.15
18 H -1.91 2.08 0.12
19 O -1.70 3.01 0.27

C4H12NOS | wB97M-V/def2-TZVPD

Output
relative energy (zero: lowest compared OMol25 entry of this formula, charge and spin) = 1.363 eV
charge = -2
LUMO level (spin up / spin down) = 0.2287 / 0.1976 hartree
2S+1 = 2
Kohn-Sham gap (spin up / spin down) = 5.510 / 4.665 eV
HOMO (spin up / spin down) = 0.7 / 0.7 eV

Positions of all 19 atoms, in Å:
1 C 2.22 -1.35 0.62
2 N 3.00 -1.50 1.82
3 C -1.01 1.54 -1.26
4 C -1.65 1.04 0.04
5 S -2.69 2.28 0.89
6 C 2.39 -2.50 -0.36
7 H 2.38 -0.37 0.16
8 H 1.17 -1.29 0.93
9 H -0.32 0.74 -1.66
10 H -0.51 2.48 -1.04
11 H -1.77 1.69 -2.03
12 H -2.19 0.12 -0.15
13 H -0.83 0.76 0.71
14 H 1.49 -2.63 -0.94
15 H 2.63 -3.39 0.25
16 H 3.24 -2.37 -1.03
17 H 3.08 -0.56 2.23
18 H 0.15 -1.15 -2.90
19 O 0.18 -1.16 -1.94